(1)
A gas-phase ion, C5H12NO (charge +2) at a distorted geometry, computed with ωB97M-V/def2-TZVPD.

Positions of all 19 atoms, in Å:
O  -2.8656  -0.1584  1.1236
N  -0.8645  1.1506  -1.2454
C  -0.8701  0.0948  -0.1312
C  -1.7944  0.3277  1.1023
C  0.6519  -1.8075  0.3922
C  0.5933  -0.2680  0.4522
C  1.7573  0.5979  -0.1786
H  -0.6334  2.0882  -0.9775
H  1.6920  0.3878  -1.3244
H  1.5747  1.5641  0.0900
H  -1.3100  0.8986  1.9171
H  0.6090  -0.1223  1.4785
H  -1.8704  1.2377  -1.5999
H  1.7015  -1.9179  0.8148
H  -0.1234  -2.2957  1.0920
H  0.5712  -2.1936  -0.6745
H  2.7881  0.3925  0.2305
H  -1.4153  -0.7864  -0.6784
H  -0.1918  0.8100  -1.8833

As for the calculated total energy: -8894.0710 eV. Its net charge is +2. The gap between HOMO and LUMO (spin up / spin down) comes out at 0.356 / 0.215 Ha. Its multiplicity is 2. Its expectation value of S² is 0.7592. The calculation puts the HOMO energy (spin up / spin down) at -20.42 / -20.30 eV.

For each atom in turn, the Mulliken charge in e is:
1 O 0.005
2 N -0.226
3 C 0.099
4 C -0.040
5 C -1.172
6 C 0.115
7 C -1.458
8 H 0.353
9 H 0.330
10 H 0.453
11 H 0.462
12 H 0.389
13 H 0.438
14 H 0.364
15 H 0.378
16 H 0.371
17 H 0.393
18 H 0.439
19 H 0.307


(2)
6 unconnected molecules or ions with the total composition C15H36NO18S4 at a distorted geometry, computed with ωB97M-V/def2-TZVPD.

Positions of all 74 atoms, in Å:
S  -5.3553  5.1344  2.0989
S  2.3077  -1.5996  -2.7331
S  5.0537  -3.5516  2.1429
S  -0.1183  2.9784  -0.6131
O  -1.4523  2.6264  -0.9661
O  -2.8803  -1.6046  1.5909
O  0.1517  3.8424  0.5369
O  -0.9793  -2.6756  1.1599
O  4.9987  -4.0086  0.7829
O  -4.0003  4.3984  2.8329
O  4.3207  -4.2676  3.1459
O  -6.1893  4.0024  1.6969
O  0.4667  3.8754  -1.8841
O  -4.8183  6.0054  1.0709
O  -5.8173  -4.1136  -3.4591
O  -3.9553  -4.1686  -2.1811
O  2.4337  -1.6886  -4.1831
O  -0.9843  -0.5096  1.8359
O  4.4517  -2.1366  2.0879
O  -5.7873  -4.3656  -1.2441
O  3.3607  -2.7256  -2.1821
O  2.7497  -0.4066  -2.1261
N  -1.5763  -1.5766  1.4389
C  -2.1793  2.8664  2.9239
C  6.6857  -3.0936  2.6949
C  0.7177  -1.9106  -2.0971
C  -0.3923  4.8464  -2.3831
C  -5.1363  -4.2636  -2.3711
C  0.3127  5.5884  -3.5241
C  3.0167  -1.9156  2.1049
C  -3.6323  -4.2426  -0.8461
C  5.1987  -4.2296  -2.5031
C  0.8927  1.5124  -0.5381
C  -4.9053  -4.1406  -0.1311
C  -6.0733  6.0344  3.3969
C  -3.2593  3.6224  2.1299
C  4.3167  -3.1866  -3.1231
C  2.7667  -0.5716  1.4759
H  5.5287  -3.7556  -1.6591
H  -3.9213  2.8694  1.6659
H  6.1537  -4.3246  -3.0461
H  4.8207  -5.2586  -2.3791
H  3.3457  -0.5286  0.5739
H  3.0987  0.3814  2.1539
H  1.8127  1.9844  -0.6331
H  2.6337  -2.7526  1.5199
H  2.7877  -2.0566  3.1149
H  0.5547  -2.9936  -2.0121
H  -3.0903  -5.0946  -0.6681
H  3.8997  -3.6546  -4.1121
H  4.6677  -2.1976  -3.6031
H  -1.1093  4.4484  -2.9741
H  7.3387  -3.9906  2.6839
H  -0.0633  -1.2976  -2.7401
H  -5.0293  -2.9176  0.1799
H  -2.6373  2.4014  3.6959
H  0.8777  4.9464  -4.2541
H  -5.3323  6.7234  3.5149
H  1.0017  6.1624  -2.8501
H  -0.7963  5.3304  -1.4331
H  -6.8413  6.6044  3.0559
H  -6.4243  5.3254  4.1379
H  1.7477  -0.5026  1.5079
H  -2.9123  -3.3976  -0.5541
H  -3.2873  4.1924  1.3029
H  -0.4093  6.3824  -4.2261
H  6.6507  -2.6066  3.6989
H  -5.1783  -4.7506  0.5369
H  -1.5283  2.1434  2.2159
H  0.7607  1.2364  0.5779
H  0.4117  -1.7436  -1.0581
H  -1.8303  3.5934  3.3679
H  0.4867  1.0554  -1.4421
H  7.1017  -2.3396  2.0809

As for the calculated total energy: -97811.6536 eV. Its net charge is -1. The gap between HOMO and LUMO comes out at 0.292 Ha. Its multiplicity is 1. The calculation puts the HOMO energy at -5.93 eV.

For each atom in turn, the Mulliken charge in e is:
1 S 1.191
2 S 1.108
3 S 1.060
4 S 1.203
5 O -0.643
6 O -0.615
7 O -0.631
8 O -0.606
9 O -0.508
10 O -0.434
11 O -0.645
12 O -0.631
13 O -0.287
14 O -0.619
15 O -0.696
16 O -0.256
17 O -0.675
18 O -0.574
19 O -0.209
20 O -0.377
21 O -0.157
22 O -0.540
23 N 0.841
24 C -1.399
25 C -0.903
26 C -0.713
27 C -0.198
28 C 0.732
29 C -1.067
30 C -0.548
31 C 0.042
32 C -1.087
33 C -0.511
34 C -0.270
35 C -0.999
36 C -0.516
37 C -0.249
38 C -0.403
39 H 0.270
40 H 0.398
41 H 0.353
42 H 0.278
43 H 0.331
44 H 0.218
45 H 0.407
46 H 0.383
47 H 0.332
48 H 0.327
49 H 0.266
50 H 0.231
51 H 0.354
52 H 0.267
53 H 0.344
54 H 0.371
55 H 0.161
56 H 0.530
57 H 0.274
58 H 0.361
59 H 0.262
60 H 0.375
61 H 0.462
62 H 0.306
63 H -0.060
64 H -0.052
65 H 0.677
66 H 0.260
67 H 0.306
68 H 0.433
69 H -0.030
70 H 0.047
71 H 0.133
72 H 0.702
73 H 0.176
74 H 0.331


Results for energy relative to the best compared isomer or geometry (same formula, charge and spin): 82.8 40.6 (in kcal per mole, following the order of the records).